(1)
A 2-piece molecular cluster, C3H10NO overall in a non-equilibrium geometry. Source: OMol25; level of theory: ωB97M-V with the def2-TZVPD basis set.

Last columns: bonded neighbours and bond lengths (Å).
Cartesian coordinates (Å):
1 C -1.65 -1.06 -0.80  N5 1.434, H6 1.098, H7 1.105, H13 1.094
2 C 0.83 0.58 0.08  C3 1.480, H8 1.090, H9 1.093
3 C 0.96 0.99 1.50  C2 1.480, O4 1.438, H10 1.083, H11 1.095
4 O 1.29 2.38 1.38  C3 1.438, H12 0.972
5 N -0.55 -1.96 -1.01  C1 1.434, H14 1.009, H15 1.003
6 H -1.46 -0.42 0.07  C1 1.098
7 H -1.91 -0.32 -1.58  C1 1.105
8 H 1.68 0.09 -0.39  C2 1.090
9 H 0.35 1.28 -0.60  C2 1.093
10 H 0.18 0.86 2.24  C3 1.083
11 H 1.87 0.51 1.85  C3 1.095
12 H 1.10 2.74 0.50  O4 0.972
13 H -2.57 -1.65 -0.75  C1 1.094
14 H 0.30 -1.60 -0.61  N5 1.009
15 H -0.42 -2.43 -1.89  N5 1.003

The calculation puts the HOMO-LUMO gap at 5.25 eV. The value obtained for the energy above the lowest of the compared OMol25 structures with the same formula, charge and spin is 128.8 kcal per mole. The charge is +1. The spin multiplicity is 1. The strongest force on any atom is 2.04 eV Å⁻¹.


(2)
A 2-piece molecular cluster, C14H16 overall in a non-equilibrium geometry. Source: OMol25; level of theory: ωB97M-V with the def2-TZVPD basis set.

Last columns: bonded neighbours and bond lengths (Å).
Cartesian coordinates (Å):
1 C -3.84 0.27 -1.75  C7 1.446, H13 1.124, H14 1.083, H15 1.078
2 C -0.36 2.99 -2.04  C3 1.425, C4 1.385, H8 1.105
3 C -0.32 1.57 -1.95  C2 1.425, C5 1.366, H9 1.044
4 C -1.64 3.30 -2.45  C2 1.385, C6 1.380, H10 1.128
5 C -1.38 0.71 -1.82  C3 1.366, C7 1.397, H11 1.074
6 C -2.75 2.49 -2.54  C4 1.380, C7 1.479, H12 1.037
7 C -2.70 1.13 -1.97  C1 1.446, C5 1.397, C6 1.479
8 H 0.63 3.49 -2.11  C2 1.105
9 H 0.59 1.30 -1.51  C3 1.044
10 H -1.79 4.34 -2.87  C4 1.128
11 H -1.20 -0.23 -1.32  C5 1.074
12 H -3.71 2.83 -2.75  C6 1.037
13 H -4.16 -0.07 -0.73  C1 1.124
14 H -3.68 -0.61 -2.37  C1 1.083
15 H -4.76 0.67 -2.15  C1 1.078
16 C 2.09 -4.14 2.17  C22 1.528, H28 1.035, H29 1.120, H30 1.094
17 C 1.93 0.11 2.07  C18 1.352, C19 1.389, H23 1.056
18 C 2.54 -0.50 1.04  C17 1.352, C20 1.397, H24 1.228
19 C 1.12 -0.53 3.00  C17 1.389, C21 1.400, H25 1.097
20 C 2.62 -1.90 1.00  C18 1.397, C22 1.452, H26 1.014
21 C 1.15 -1.93 2.98  C19 1.400, C22 1.397, H27 1.042
22 C 1.91 -2.63 2.04  C16 1.528, C20 1.452, C21 1.397
23 H 2.27 1.08 2.30  C17 1.056
24 H 3.36 0.28 0.56  C18 1.228
25 H 0.43 -0.11 3.74  C19 1.097
26 H 3.06 -2.37 0.22  C20 1.014
27 H 0.58 -2.52 3.63  C21 1.042
28 H 2.63 -4.50 1.36  C16 1.035
29 H 1.07 -4.59 2.16  C16 1.120
30 H 2.59 -4.51 3.07  C16 1.094

Its structure (SMILES) is Cc1ccccc1.Cc1ccccc1. The calculation puts the HOMO-LUMO gap at 9.65 eV. The value obtained for the energy above the lowest of the compared OMol25 structures with the same formula, charge and spin is 67.8 kcal per mole. The charge is 0. The spin multiplicity is 1. The strongest force on any atom is 4.76 eV Å⁻¹.


(3)
A 3-piece molecular cluster, C18H34BBr2Cl2IO6 overall. Source: OMol25; level of theory: ωB97M-V with the def2-TZVPD basis set.

Last columns: bonded neighbours and bond lengths (Å).
Cartesian coordinates (Å):
1 C -3.16 -3.23 4.81  C2 1.495, H13 1.082, H14 1.080, H15 1.082
2 C -3.16 -1.74 4.63  C1 1.495, Cl3 1.717, C4 1.347
3 Cl -1.83 -0.90 5.31  C2 1.717
4 C -4.14 -1.08 3.99  C2 1.347, Cl5 1.740, B6 1.545
5 Cl -4.09 0.66 3.84  C4 1.740
6 B -5.35 -1.77 3.32  C4 1.545, I7 2.151, C8 1.547
7 I -5.98 -1.08 1.39  B6 2.151
8 C -6.14 -2.94 3.94  B6 1.547, Br9 1.891, C10 1.343
9 Br -6.25 -4.57 2.99  C8 1.891
10 C -6.78 -2.75 5.11  C8 1.343, C11 1.497, Br12 1.903
11 C -6.78 -1.46 5.87  C10 1.497, H16 1.080, H17 1.084, H18 1.081
12 Br -7.85 -4.12 5.90  C10 1.903
13 H -3.87 -3.52 5.57  C1 1.082
14 H -3.35 -3.75 3.88  C1 1.080
15 H -2.18 -3.55 5.15  C1 1.082
16 H -7.20 -1.63 6.86  C11 1.080
17 H -7.41 -0.74 5.37  C11 1.084
18 H -5.79 -1.06 6.01  C11 1.081
19 C 4.87 2.37 1.44  O20 1.409, H28 1.096, H29 1.088, H30 1.096
20 O 3.71 1.66 1.05  C19 1.409, C21 1.418
21 C 3.98 0.65 0.10  O20 1.418, C22 1.512, H31 1.096, H32 1.099
22 C 2.95 -0.46 0.20  C21 1.512, O23 1.419, H33 1.093, H34 1.092
23 O 3.15 -1.34 1.29  C22 1.419, C24 1.420
24 C 2.78 -0.88 2.58  O23 1.420, C25 1.511, H35 1.091, H36 1.092
25 C 1.29 -0.86 2.83  C24 1.511, O26 1.417, H37 1.098, H38 1.097
26 O 0.69 0.26 2.19  C25 1.417, C27 1.411
27 C -0.68 0.05 1.90  O26 1.411, H39 1.098, H40 1.088, H41 1.095
28 H 5.31 2.90 0.59  C19 1.096
29 H 4.58 3.09 2.19  C19 1.088
30 H 5.62 1.69 1.87  C19 1.096
31 H 4.98 0.23 0.26  C21 1.096
32 H 3.93 1.10 -0.90  C21 1.099
33 H 3.06 -1.09 -0.69  C22 1.093
34 H 1.93 -0.07 0.19  C22 1.092
35 H 3.23 0.09 2.80  C24 1.091
36 H 3.22 -1.60 3.28  C24 1.092
37 H 1.10 -0.79 3.91  C25 1.098
38 H 0.85 -1.79 2.45  C25 1.097
39 H -0.81 -0.83 1.25  C27 1.098
40 H -1.04 0.93 1.37  C27 1.088
41 H -1.26 -0.09 2.82  C27 1.095
42 C 0.55 3.24 -7.68  O43 1.408, H51 1.096, H52 1.088, H53 1.096
43 O 0.84 2.11 -6.89  C42 1.408, C44 1.418
44 C 2.13 1.57 -7.16  O43 1.418, C45 1.511, H54 1.096, H55 1.099
45 C 2.67 0.83 -5.95  C44 1.511, O46 1.419, H56 1.092, H57 1.091
46 O 3.16 1.68 -4.92  C45 1.419, C47 1.420
47 C 2.21 2.35 -4.11  O46 1.420, C48 1.511, H58 1.091, H59 1.092
48 C 1.54 1.46 -3.09  C47 1.511, O49 1.417, H60 1.099, H61 1.097
49 O 0.53 0.67 -3.69  C48 1.417, C50 1.409
50 C 0.27 -0.52 -2.97  O49 1.409, H62 1.097, H63 1.088, H64 1.097
51 H 0.53 3.00 -8.74  C42 1.096
52 H -0.43 3.61 -7.38  C42 1.088
53 H 1.29 4.04 -7.51  C42 1.096
54 H 2.83 2.37 -7.43  C44 1.096
55 H 2.05 0.87 -8.00  C44 1.099
56 H 3.53 0.26 -6.28  C45 1.092
57 H 1.93 0.13 -5.57  C45 1.091
58 H 1.48 2.88 -4.71  C47 1.091
59 H 2.79 3.09 -3.56  C47 1.092
60 H 1.07 2.08 -2.32  C48 1.099
61 H 2.29 0.82 -2.61  C48 1.097
62 H 1.18 -1.13 -2.89  C50 1.097
63 H -0.48 -1.08 -3.52  C50 1.088
64 H -0.11 -0.30 -1.97  C50 1.097

Its structure (SMILES) is C/C(Cl)=C(/Cl)B(I)/C(Br)=C(\C)Br.COCCOCCOC.COCCOCCOC. The calculation puts the HOMO-LUMO gap at 8.06 eV. The charge is 0. The spin multiplicity is 1. The strongest force on any atom is 0.80 eV Å⁻¹.


(4)
An isolated ion of composition C5H10NO2 and charge +2 in a non-equilibrium geometry. Source: OMol25; level of theory: ωB97M-V with the def2-TZVPD basis set.

Last columns: bonded neighbours and bond lengths (Å).
Cartesian coordinates (Å):
1 O 1.82 1.25 -2.25  C2 1.186
2 C 1.68 0.21 -1.72  O1 1.186, C3 1.569, H9 1.123
3 C 0.89 0.19 -0.36  C2 1.569, C4 1.535, N8 1.513, H10 1.098
4 C -0.37 -0.66 -0.54  C3 1.535, C5 1.537, H11 1.087, H12 1.089
5 C -0.83 -1.35 0.75  C4 1.537, C6 1.506, H13 1.088, H14 1.099
6 C -1.53 -0.37 1.65  C5 1.506, O7 1.209, H15 1.110
7 O -1.28 0.81 1.56  C6 1.209
8 N 0.45 1.56 0.09  C3 1.513, H16 1.078, H17 1.013, H18 1.034
9 H 1.89 -0.77 -2.22  C2 1.123
10 H 1.51 -0.27 0.43  C3 1.098
11 H -1.21 -0.09 -0.93  C4 1.087
12 H -0.32 -1.39 -1.35  C4 1.089
13 H -1.41 -2.23 0.47  C5 1.088
14 H 0.00 -1.74 1.37  C5 1.099
15 H -2.25 -0.76 2.40  C6 1.110
16 H -0.28 1.40 0.87  N8 1.078
17 H 0.02 2.09 -0.66  N8 1.013
18 H 1.22 2.14 0.45  N8 1.034

The calculation puts the HOMO-LUMO gap (spin up / spin down) at 8.61 / 4.71 eV. The value obtained for the energy above the lowest of the compared OMol25 structures with the same formula, charge and spin is 42.5 kcal per mole. The charge is +2. The spin multiplicity is 2. The strongest force on any atom is 3.19 eV Å⁻¹.


(5)
An isolated ion of composition CHClFO2S2 and charge -1 in a non-equilibrium geometry. Source: OMol25; level of theory: ωB97M-V with the def2-TZVPD basis set.

Last columns: bonded neighbours and bond lengths (Å).
Cartesian coordinates (Å):
1 C 0.64 -0.25 -0.93  F4 1.492, S6 1.893, Cl7 1.627
2 O -0.06 1.38 1.25  S6 1.447
3 O -1.99 0.41 0.08  S6 1.454
4 F -0.15 0.48 -1.97  C1 1.492
5 S -0.31 -1.54 1.53  S6 2.210, H8 1.361
6 S -0.58 0.34 0.39  C1 1.893, O2 1.447, O3 1.454, S5 2.210
7 Cl 2.01 0.60 -0.75  C1 1.627
8 H 0.44 -1.43 0.40  S5 1.361

Its structure (SMILES) is O=[S@]([O-])(S)=C(F)Cl. The calculation puts the HOMO-LUMO gap at 7.65 eV. The value obtained for the energy above the lowest of the compared OMol25 structures with the same formula, charge and spin is 68.3 kcal per mole. The charge is -1. The spin multiplicity is 1. The strongest force on any atom is 4.74 eV Å⁻¹.


For each record above, in turn, the calculated calculated total energy values are -249.84849; -542.96486; -7548.53101; -400.94479; -1545.57088 Ha.